[1]
This record from the Open Molecules 2025 dataset describes C19H25FN4O5S in the gas phase at a distorted geometry. The level of theory is the ωB97M-V functional and the def2-TZVPD basis.

```
55
Properties=species:S:1:pos:R:3:forces:R:3
C -1.64408 5.10642 -0.95272 0.0 -0.1 -0.1
H -2.16299 5.84427 -1.55988 -0.1 0.1 0.0
C -1.83868 3.72023 -1.55313 0.3 0.1 0.2
H -2.88470 3.41797 -1.48044 0.0 -0.1 -0.1
H -1.57834 3.74460 -2.61430 -0.1 -0.1 0.0
C -0.97409 2.62765 -0.89221 -0.2 0.4 0.1
N -1.20789 1.36441 -1.56432 -0.3 0.1 0.0
C -0.08758 0.83349 -2.09672 -0.1 0.2 -0.1
O 0.06172 -0.24168 -2.61466 0.1 -0.4 -0.2
N 0.92155 1.80620 -1.95262 0.1 -0.2 -0.1
C 0.50160 2.86818 -1.20527 -0.2 -0.1 0.1
O 1.19594 3.79115 -0.85591 0.1 0.2 0.1
C 2.27918 1.63453 -2.42254 0.0 0.0 -0.3
H 2.36037 1.97932 -3.45895 0.1 -0.1 0.2
H 2.92746 2.24781 -1.78938 -0.1 -0.1 -0.1
C 2.69096 0.16273 -2.40933 0.3 0.2 0.0
O 3.03550 -0.40171 -3.42384 0.0 0.1 -0.3
N 2.68520 -0.45818 -1.20173 -0.1 -0.2 0.2
C 2.47908 0.20526 0.07343 0.1 0.3 0.3
H 3.32078 0.87614 0.28591 -0.1 0.0 0.1
C 2.34565 -0.83718 1.18269 0.3 0.6 0.2
N 1.30821 -1.79305 0.86382 -0.9 0.4 0.4
S -0.24434 -1.34460 1.30397 0.2 -0.6 0.1
O -1.02691 -0.87433 0.19310 0.1 -0.4 0.0
O -0.14200 -0.48241 2.44534 0.2 -0.1 0.3
C -0.87301 -2.94143 1.80608 0.0 0.4 -0.2
C -0.53988 -3.40752 3.06202 0.0 -0.2 0.3
C -0.98686 -4.66669 3.42259 0.0 0.2 -0.2
C -1.74080 -5.44873 2.56203 0.1 0.0 0.1
C -2.05920 -4.95429 1.30833 0.1 0.0 0.1
C -1.62319 -3.69504 0.92475 -0.1 0.1 -0.2
H -1.86290 -3.28216 -0.04171 -0.1 0.0 -0.1
H -2.64777 -5.55232 0.63039 0.0 0.0 -0.1
H -2.06924 -6.42515 2.88164 0.0 -0.1 0.1
F -0.67883 -5.14793 4.63852 0.0 0.0 0.0
H 0.03744 -2.79579 3.73502 0.1 0.0 0.2
C 1.41018 -2.38206 -0.46792 -0.1 -0.6 -0.6
H 0.54233 -2.07475 -1.06004 0.2 -0.1 -0.1
C 2.67458 -1.90536 -1.18019 -0.1 -0.2 0.0
H 3.57328 -2.29389 -0.69102 0.0 -0.1 -0.1
H 2.66566 -2.23834 -2.21949 0.0 -0.1 0.2
H 1.41434 -3.47299 -0.37075 0.0 0.0 -0.1
H 2.05181 -0.35052 2.11295 0.3 0.0 -0.1
H 3.28433 -1.37248 1.34517 -0.1 0.0 0.0
H 1.55837 0.79683 0.07329 0.1 0.0 0.0
H -1.94771 0.74364 -1.27869 0.1 0.0 0.0
C -1.15182 2.51918 0.63194 0.0 0.0 -0.1
C -2.58952 2.27965 1.07506 0.3 0.1 -0.1
H -3.24120 3.10205 0.79278 -0.1 0.1 0.0
H -2.61302 2.17670 2.15678 -0.1 0.0 0.1
H -2.97316 1.35693 0.64670 -0.2 -0.1 0.0
H -0.54546 1.68304 0.99005 0.1 0.1 0.0
H -0.76171 3.43347 1.08076 0.0 0.0 0.0
H -2.04026 5.15733 0.05754 0.0 0.1 0.1
H -0.58839 5.36140 -0.92487 0.0 0.1 0.0
```
Positions in Å, forces in eV/Å.

Calculated values
Calculated total energy ... -49861.01500 eV
Total charge ... 0
HOMO energy ... -9.27 eV
Orbital gap ... 0.350 hartree

=====

[2]
This record from the Open Molecules 2025 dataset describes a molecular structure, C19H25GeN2O5Tl at a distorted geometry. The level of theory is the ωB97M-V functional and the def2-TZVPD basis.

```
53
Properties=species:S:1:pos:R:3:forces:R:3
Tl 1.22156 2.30557 -0.69855 0.1 0.6 0.0
O 2.34856 -2.95243 -4.04845 0.3 0.6 -0.1
C 1.25206 -3.10493 -3.34745 0.0 -0.3 -0.1
O 0.63256 -4.15703 -3.34695 0.0 0.0 0.1
C 0.78106 -1.95503 -2.54405 -0.2 0.4 0.1
C -0.25984 -2.01913 -1.63255 0.1 0.2 -0.3
N -0.44554 -0.78143 -1.14575 0.3 -0.4 -0.6
N 0.44296 0.07997 -1.64465 0.2 -0.1 -0.3
C 1.20046 -0.59583 -2.50435 -0.5 -0.3 0.5
C 2.35076 0.10997 -3.16205 0.4 0.7 -0.1
O 3.07596 -0.56413 -3.95165 -0.1 -0.6 -0.1
O 2.52916 1.30307 -2.87795 -0.2 -0.2 -0.1
H 2.70806 -1.93533 -4.01065 -0.2 -0.3 0.0
H -0.83914 -2.86093 -1.31385 -0.1 -0.2 0.1
H -0.98324 -0.50653 -0.33325 0.1 0.0 -0.1
C 0.62396 -5.64823 0.75615 -0.1 0.2 -0.1
C 0.50776 -4.19813 1.12485 0.1 -0.1 0.0
C 1.57456 -3.32103 0.91695 -0.2 -0.1 0.1
C 1.48056 -1.97113 1.15525 0.2 0.0 0.0
C 2.68226 -1.11063 0.90205 0.1 0.0 0.1
C 0.24416 -1.40063 1.59335 0.0 0.0 0.2
C 0.02706 0.00307 1.65565 -0.4 -0.1 0.5
O 0.88106 0.92827 1.49965 0.1 0.3 -0.1
C -0.81784 -2.31423 1.88795 -0.2 0.0 0.1
C -2.11934 -1.83173 2.47445 0.1 -0.1 -0.1
C -0.66854 -3.66233 1.63895 0.0 -0.1 0.0
H 1.64786 -5.99813 0.89295 0.0 -0.1 0.0
H 0.36276 -5.79383 -0.29535 0.0 -0.1 -0.1
H -0.04574 -6.26043 1.36155 0.0 -0.1 0.0
H 2.49896 -3.72803 0.52485 0.2 0.0 0.0
H 3.59466 -1.70773 0.89745 0.0 -0.1 -0.1
H 2.75536 -0.33293 1.65505 0.1 0.1 0.0
H 2.59416 -0.61213 -0.06175 0.1 0.2 -0.1
H -1.01644 0.31877 1.83565 0.0 -0.1 0.1
H -2.73064 -1.31213 1.73045 -0.1 0.1 0.0
H -1.94454 -1.13933 3.29945 0.0 0.1 0.0
H -2.69754 -2.67823 2.85085 0.0 0.0 0.0
H -1.50414 -4.32733 1.84095 0.0 0.0 0.1
C -2.52464 6.35697 -0.60935 0.4 -0.7 -0.1
Ge -1.46434 4.67687 -0.08575 -0.3 0.7 0.9
C -2.58204 4.00097 1.45415 0.2 0.1 -0.5
C 0.12156 5.45367 0.91055 -0.3 -0.3 -0.5
C -1.02664 3.26017 -1.31885 -0.1 0.3 0.3
H -2.78314 6.93697 0.27295 0.0 0.0 0.2
H -3.44784 6.08397 -1.11595 -0.1 -0.1 -0.1
H -1.95334 6.99307 -1.27955 0.2 0.1 -0.1
H -2.64044 4.73707 2.25225 0.0 0.2 0.1
H -2.14344 3.09647 1.86215 0.2 -0.2 0.0
H -3.59714 3.76357 1.14275 -0.1 0.0 -0.1
H -0.17934 6.08437 1.74415 -0.2 0.1 0.1
H 0.75386 6.03807 0.24465 0.1 0.0 -0.1
H 0.71706 4.62937 1.29605 0.1 -0.1 0.1
H -1.19594 3.62077 -2.34525 0.1 -0.1 -0.1
```
Positions in Å, forces in eV/Å.

Calculated values
Calculated total energy ... -94534.94553 eV
Total charge ... -2
HOMO energy (alpha / beta) ... -1.21 / 0.25 eV
Energy relative to the best compared isomer or geometry (same formula, charge and spin) ... 0.0 kcal/mol
Orbital gap (alpha / beta) ... 0.219 / 0.166 hartree

=====

[3]
This record from the Open Molecules 2025 dataset describes 4 unconnected molecules or ions with the total composition C19H25IN3O4P at a distorted geometry. The level of theory is the ωB97M-V functional and the def2-TZVPD basis.

```
53
Properties=species:S:1:pos:R:3:forces:R:3
C -2.07376 0.61511 3.48493 0.8 -0.2 0.1
C -2.31250 -0.43251 2.23517 0.3 1.7 -0.9
C -0.83816 -0.83716 1.55731 -2.1 -1.6 2.4
C 0.10997 -1.40637 2.76772 0.8 -0.9 0.1
O -0.34990 0.38514 0.90094 3.0 -1.9 -2.0
P 1.19239 0.15624 0.12674 4.4 1.8 1.8
O 2.44331 0.23631 1.10679 -4.7 -0.7 -3.4
O 1.39741 1.51112 -1.00275 0.4 -2.1 2.4
O 1.32669 -1.28992 -0.83396 -1.8 3.4 1.5
I -0.12586 -1.23314 -2.27747 0.5 -0.4 0.2
H -1.13648 1.28012 3.22272 -1.8 -1.4 0.5
H -1.79693 0.01151 4.47613 -0.8 1.5 -2.1
H -2.96536 1.35071 3.67804 1.7 -1.9 -0.4
H -2.95854 -1.37200 2.50861 1.5 1.8 -0.5
H -2.88643 0.19066 1.39614 1.1 -1.5 1.7
H -1.05605 -1.73504 0.82615 0.7 2.1 1.0
H 1.00392 -0.70575 3.06957 -1.8 -1.3 -0.9
H -0.47131 -1.65040 3.76946 0.9 0.6 -2.3
H 0.56305 -2.43555 2.39640 -0.7 2.2 0.8
H 2.29685 1.93490 -0.76718 -2.0 -1.2 -0.1
N -4.97896 0.72903 4.90810 -0.8 0.3 0.8
C -6.04269 1.50977 4.61779 0.7 -0.5 0.1
C -6.92466 1.99559 5.56976 0.1 -0.1 0.3
C -6.70703 1.65842 6.90147 0.0 0.0 0.0
C -5.62103 0.85429 7.23176 -0.2 0.2 -0.1
C -4.79241 0.41994 6.20968 0.0 0.2 -0.9
H -6.17186 1.74235 3.56476 0.0 0.0 0.1
H -7.76117 2.62126 5.27986 0.1 -0.1 0.0
H -7.37788 2.01940 7.67562 0.1 0.0 -0.1
H -5.42442 0.57330 8.26018 0.0 0.0 -0.1
H -3.92951 -0.20675 6.41697 -0.1 0.0 0.0
N 6.51687 4.67506 -3.05072 -0.5 -0.8 0.3
C 5.62019 4.06708 -3.85799 0.7 0.5 0.5
C 4.87968 2.95577 -3.48817 0.0 -0.1 0.2
C 5.07130 2.43134 -2.21430 0.0 0.0 0.0
C 5.98923 3.03430 -1.36050 -0.2 -0.1 -0.2
C 6.67994 4.14438 -1.81936 0.0 0.5 -0.8
H 5.50884 4.51142 -4.84279 0.0 -0.1 0.1
H 4.17111 2.50970 -4.17680 0.1 0.1 0.1
H 4.50990 1.56021 -1.88933 0.1 0.0 0.0
H 6.16195 2.64945 -0.36184 0.0 0.0 -0.1
H 7.40449 4.65251 -1.18918 -0.1 -0.1 0.0
N 0.04952 -3.31875 -5.53531 0.6 -0.5 -0.6
C 0.83312 -2.71132 -6.45310 -0.6 -0.3 0.6
C 1.72899 -3.38455 -7.26816 0.0 -0.3 0.1
C 1.83248 -4.76497 -7.13314 0.0 0.0 0.0
C 1.04004 -5.41890 -6.19531 0.1 0.2 -0.2
C 0.17087 -4.65976 -5.42838 -0.2 0.9 0.0
H 0.71822 -1.63326 -6.51834 0.0 -0.1 0.0
H 2.33172 -2.84563 -7.99034 -0.1 0.0 0.1
H 2.52465 -5.32668 -7.75365 -0.1 0.1 0.1
H 1.09748 -6.49365 -6.06537 0.0 0.1 0.0
H -0.47127 -5.12430 -4.68531 0.1 0.0 -0.1
```
Positions in Å, forces in eV/Å.

Calculated values
Calculated total energy ... -50156.11071 eV
Total charge ... 0
HOMO energy ... -9.71 eV
Orbital gap ... 0.305 hartree

=====

[4]
This record from the Open Molecules 2025 dataset describes C19H25N3O3S in the gas phase. The level of theory is the ωB97M-V functional and the def2-TZVPD basis.

```
51
Properties=species:S:1:pos:R:3:forces:R:3
C 3.34120 0.93455 -1.29279 0.2 0.1 0.1
H 4.01180 1.36768 -2.03053 0.1 0.0 -0.1
H 2.89287 0.03782 -1.70847 0.0 0.0 -0.2
H 2.55517 1.65133 -1.06580 -0.1 0.1 0.0
C 4.11882 0.58350 -0.02605 0.3 0.2 -0.6
N 3.16204 0.13262 0.98187 -0.6 -0.5 0.2
S 2.00618 -1.02944 0.67788 0.2 0.4 0.2
O 1.76692 -1.65102 1.94947 0.0 0.2 0.2
O 2.34464 -1.87529 -0.43540 -0.1 0.3 0.0
C 0.59591 -0.02626 0.23980 0.4 -0.3 -0.1
C 0.04185 -0.10958 -1.02018 0.1 -0.1 -0.1
C -1.03540 0.69761 -1.34100 0.0 0.1 0.1
C -1.55164 1.59491 -0.41271 0.1 0.0 -0.2
C -0.98210 1.65503 0.85644 0.1 -0.1 0.0
C 0.08722 0.84254 1.18490 0.0 0.1 0.1
H 0.53506 0.86778 2.16504 0.0 0.1 0.2
H -1.37909 2.33806 1.59095 -0.1 0.1 0.1
C -2.70685 2.48920 -0.77692 -0.1 0.0 0.1
H -3.05161 2.24206 -1.78339 0.1 0.0 0.0
H -2.36142 3.52664 -0.80304 -0.1 0.0 -0.1
C -3.86573 2.38879 0.22578 0.1 0.0 0.1
C -4.12681 0.96385 0.69929 -0.2 0.6 -0.3
O -4.24158 0.68287 1.87347 0.1 -0.1 0.4
N -4.27553 0.06031 -0.29318 -0.1 -0.2 -0.3
H -4.03453 0.31115 -1.23761 0.0 0.1 0.1
C -4.39521 -1.35916 -0.02018 0.0 -0.1 0.2
C -3.03648 -2.01612 0.01160 -0.1 0.0 0.2
N -2.59455 -2.51097 -1.13736 -0.4 0.1 -0.3
C -1.40371 -3.08685 -1.15584 0.3 -0.2 0.0
C -0.59081 -3.19860 -0.03923 -0.1 0.0 0.1
C -1.04436 -2.66046 1.15589 -0.2 -0.1 -0.1
C -2.28881 -2.05325 1.18307 0.1 -0.1 -0.1
H -2.68286 -1.61366 2.08601 -0.1 0.1 0.1
H -0.42943 -2.70705 2.04099 0.0 0.0 0.1
H 0.37580 -3.67044 -0.10196 0.1 -0.1 0.0
H -1.09540 -3.47885 -2.11681 0.1 -0.1 0.0
H -5.00611 -1.81432 -0.80188 0.1 0.0 0.1
H -4.88346 -1.45763 0.95145 0.0 0.0 -0.2
H -3.65770 2.98209 1.11624 -0.1 -0.1 0.0
H -4.77993 2.77878 -0.22695 0.0 0.0 0.0
H -1.47138 0.63042 -2.32742 -0.1 0.0 -0.1
H 0.45475 -0.80775 -1.73036 0.0 -0.1 -0.1
H 3.58838 -0.05469 1.87652 0.0 -0.2 0.2
C 5.15178 -0.50765 -0.32284 -0.2 0.1 0.0
H 5.71742 -0.74968 0.57503 0.1 0.0 0.1
H 5.84469 -0.17519 -1.09158 0.1 0.0 -0.1
H 4.64220 -1.40386 -0.66615 0.1 -0.1 -0.1
C 4.80765 1.83423 0.52911 -0.3 -0.3 0.0
H 5.35960 1.59627 1.43546 0.1 0.0 0.1
H 5.50290 2.23297 -0.20455 0.1 0.0 -0.1
H 4.06764 2.59471 0.76395 -0.1 0.1 0.0
```
Positions in Å, forces in eV/Å.

Calculated values
Calculated total energy ... -41557.73762 eV
Total charge ... 0
HOMO energy ... -9.17 eV
Energy relative to the best compared isomer or geometry (same formula, charge and spin) ... 38.8 kcal/mol
Orbital gap ... 0.355 hartree

=====

[5]
This record from the Open Molecules 2025 dataset describes C19H25N3O4 in the gas phase at a distorted geometry. The level of theory is the ωB97M-V functional and the def2-TZVPD basis.

```
51
Properties=species:S:1:pos:R:3:forces:R:3
C 2.18607 5.39173 0.92716 -4.0 5.0 3.6
H 1.02922 5.71825 1.13633 2.5 0.0 0.2
H 2.39454 4.85713 1.83770 1.0 -0.1 0.2
H 2.71957 6.29947 0.61515 0.2 -0.2 1.1
O 2.08537 4.71264 -0.16669 1.1 -5.3 -6.1
C 1.60116 3.44160 -0.01034 -1.0 -0.3 -2.0
O 1.08178 3.21279 1.04329 -0.6 -1.5 1.1
C 1.53313 2.50238 -1.22358 2.7 1.7 0.4
C 1.00106 1.23179 -1.35064 -1.4 -1.6 2.7
N 0.26267 0.71849 -0.18305 1.8 -1.4 -5.2
C -0.25728 -0.69227 -0.18968 -1.9 11.4 9.5
O -0.24325 -1.46340 -1.00006 0.3 -5.2 -4.5
C -1.12668 -0.42559 1.32636 3.8 -10.0 -3.9
C -1.37608 -2.15556 1.60669 -11.3 8.3 -1.5
N -2.17380 -2.06348 2.84756 17.9 -7.3 2.2
C -3.35015 -1.86548 2.78267 -15.3 3.5 0.4
C -4.08929 -1.62503 4.27954 -1.0 -2.3 -4.1
C -3.81758 -2.97017 4.99119 -8.7 -0.6 -1.9
C -2.53963 -3.40099 5.01048 11.3 -1.1 0.9
C -1.74188 -3.45121 3.59787 -13.3 2.1 -0.4
H -0.82454 -3.50403 3.57783 9.4 -0.2 0.7
H -2.13492 -4.32337 2.99003 0.0 0.9 0.3
H -1.87336 -2.60297 5.50276 -0.8 -0.6 -0.2
H -2.05381 -4.31222 5.53451 -2.0 0.9 -0.4
H -4.53755 -2.93872 5.78158 0.9 0.0 2.1
H -4.48718 -3.88253 4.52988 1.3 2.1 -0.3
H -3.65634 -0.73232 4.76426 -0.6 -0.5 -0.1
H -5.26810 -1.66449 3.96891 2.8 0.9 1.2
H -3.49860 -0.92978 2.20757 -0.6 -0.2 -0.1
H -3.95195 -2.69676 2.29019 -0.3 0.4 0.1
H -2.03255 -2.59073 0.73607 1.2 0.6 1.4
H -0.53578 -2.53769 1.63559 8.1 -3.9 0.9
H -0.45984 -0.22205 2.07603 1.5 1.1 1.6
H -1.94572 0.10299 1.18944 -3.7 2.4 -0.7
H 0.21930 1.43765 0.53386 -0.4 -0.8 0.5
C 1.41844 0.48613 -2.59208 3.5 15.0 8.7
C 1.03052 -0.45038 -3.29362 1.6 -10.2 -6.6
C 1.94968 -0.75875 -4.39670 -4.0 -0.2 -2.5
C 2.53889 0.32341 -5.11851 0.9 -3.0 -1.4
C 2.90617 1.44003 -4.53313 -0.1 6.2 6.4
C 2.33517 1.66593 -2.98081 0.7 -11.1 -13.5
N 2.60236 2.64837 -2.34797 -2.0 8.2 8.2
H 2.91848 3.66522 -2.49678 -0.4 -2.7 -0.5
H 3.44879 2.45727 -4.79202 -1.1 -2.7 -0.3
O 2.96677 0.07408 -6.47221 -6.2 -5.8 6.8
C 3.69754 0.99941 -6.85399 0.7 5.2 -6.9
H 3.25116 1.98517 -7.03097 -0.4 0.1 0.0
H 4.00801 0.61110 -7.77094 0.5 0.2 -2.8
H 4.59363 1.15252 -6.51870 5.2 0.8 3.7
H 1.66314 -1.56650 -5.17753 0.5 0.9 1.8
H 0.53320 -1.30910 -2.82052 -0.4 0.8 -0.8
```
Positions in Å, forces in eV/Å.

Calculated values
Calculated total energy ... -32752.22279 eV
Total charge ... 0
HOMO energy ... -7.47 eV
Energy relative to the best compared isomer or geometry (same formula, charge and spin) ... 446.7 kcal/mol
Orbital gap ... 0.281 hartree